Formula: C24H24FN3O2
Source: OMol25
Level of theory: ωB97M-V/def2-TZVPD

```
54
Properties=species:S:1:pos:R:3:forces:R:3:mulliken_charge:R:1
O -0.258 -3.096 -0.168 0.2 -0.3 0.0 -0.685
C -0.472 -1.906 -0.230 -0.6 0.2 0.0 -0.131
N 0.495 -0.946 -0.180 0.0 0.4 0.0 0.210
C 1.874 -1.103 -0.040 0.5 -0.1 0.0 0.549
C 2.511 -2.343 0.068 0.0 0.1 0.0 -0.306
C 3.880 -2.378 0.201 0.3 0.4 0.0 -0.804
C 4.589 -1.169 0.222 -1.0 0.1 0.0 0.583
O 5.922 -1.256 0.397 0.4 -0.1 0.0 -0.319
C 6.772 -0.178 0.280 0.4 0.3 0.0 0.472
C 7.943 -0.257 1.028 -0.3 -0.1 0.0 -0.425
C 8.893 0.741 0.934 0.0 0.0 0.0 -0.426
C 8.684 1.823 0.094 0.1 0.1 0.0 -0.491
C 7.523 1.893 -0.655 0.1 0.0 0.0 -0.579
C 6.565 0.898 -0.572 -0.2 -0.2 -0.1 -0.255
N 3.989 0.005 0.122 0.7 -0.4 0.2 -0.467
C 2.675 0.034 -0.005 -0.4 -0.3 0.0 -0.662
C -1.878 -1.341 -0.394 0.1 -0.1 0.0 0.515
C -2.232 -0.255 0.642 -0.1 0.2 0.0 -0.793
C -2.265 1.142 0.013 0.2 -0.1 0.1 -0.839
N -3.183 1.263 -1.105 0.0 0.0 -0.1 0.157
C -4.437 1.949 -0.835 0.1 0.0 0.0 -1.715
C -5.379 1.206 0.083 -0.1 0.0 0.0 0.983
C -5.289 1.337 1.465 0.0 0.1 0.0 -0.561
C -6.100 0.596 2.307 0.0 0.0 0.0 -0.476
C -7.022 -0.296 1.786 -0.1 -0.1 -0.2 -0.593
C -7.117 -0.408 0.412 0.0 0.0 0.0 0.306
F -8.022 -1.260 -0.116 0.1 0.1 0.1 -0.326
C -6.318 0.326 -0.444 -0.1 -0.1 0.1 -0.477
C -3.345 0.034 -1.867 0.1 0.0 -0.3 -0.454
C -2.072 -0.800 -1.820 -0.3 0.0 0.0 -1.239
H 0.188 0.015 -0.240 -0.1 -0.2 0.0 -0.210
H 1.929 -3.250 0.045 0.0 0.0 0.0 0.576
H 4.416 -3.308 0.291 0.0 -0.1 0.0 0.444
H 8.090 -1.109 1.674 0.0 -0.1 0.1 0.406
H 9.798 0.674 1.518 0.1 0.0 0.0 0.365
H 9.425 2.605 0.023 0.1 0.1 0.0 0.373
H 7.359 2.730 -1.318 0.0 0.1 -0.1 0.357
H 5.664 0.958 -1.160 0.1 0.0 0.0 0.382
H 2.244 1.026 -0.081 -0.2 0.1 0.0 0.368
H -2.552 -2.193 -0.260 0.2 0.1 0.0 0.493
H -1.524 -0.267 1.472 0.0 0.0 0.1 0.480
H -3.220 -0.464 1.056 0.1 0.0 0.0 0.254
H -2.529 1.878 0.773 0.1 0.0 0.0 0.277
H -1.264 1.416 -0.353 0.0 0.0 0.2 0.456
H -4.191 2.924 -0.407 -0.1 0.0 -0.1 0.521
H -4.921 2.113 -1.802 0.0 0.1 0.1 0.485
H -4.583 2.035 1.891 0.1 0.1 0.0 0.404
H -6.016 0.713 3.376 0.0 0.0 0.1 0.396
H -7.663 -0.886 2.422 -0.1 -0.1 0.0 0.452
H -6.447 0.220 -1.511 0.0 0.0 -0.1 0.468
H -4.173 -0.584 -1.486 0.0 0.0 -0.1 0.296
H -3.579 0.315 -2.900 -0.1 -0.1 0.0 0.393
H -2.151 -1.632 -2.519 0.1 0.0 0.0 0.465
H -1.225 -0.185 -2.130 0.0 0.0 0.0 0.348
```
Forces are in eV/Å.

HOMO-LUMO gap: 0.319 Ha
total charge: 0
HOMO: -8.1 eV
E: -36560.621 eV
structure (SMILES): O=C(Nc1ccc(Oc2ccccc2)nc1)C1CCN(Cc2cccc(F)c2)CC1
energy relative to the best compared isomer or geometry (same formula, charge and spin): 29.1 kcal/mol
largest force on an atom: 1.0 eV/A
2S+1: 1
LUMO level: 0.6 eV